Molecular formula: C29H24BrN2O2PPdS
Method: DFT, ωB97M-V with the def2-TZVPD basis set

**Energy relative to the best compared isomer or geometry (same formula, charge and spin)**: 1.9 kJ/mol
**Gap between HOMO and LUMO**: 7.432 eV
**HOMO**: -7.33 eV

The geometry in ORCA input format:
```
! RIJCOSX wB97M-V def2-TZVPD def2/J DEFGRID3
* xyz 0 1
Pd -0.0319 1.0586 -0.5041
Br -5.1466 3.7854 1.1929
S 0.1439 1.0021 1.7649
P 1.8884 0.0934 -0.6852
O 0.7879 0.0155 -4.3327
O -0.0637 1.0332 -2.5446
N -1.9706 -0.3129 -0.0166
N -1.5764 2.9476 -0.6299
C -3.4300 4.9991 -0.7414
C 0.8311 -4.2861 0.0427
C 3.2818 1.8956 0.8443
C 3.3106 0.6352 0.2550
C -2.2887 5.0326 -1.5249
C -2.2813 -2.7518 2.7593
C -1.3882 3.9835 -1.4413
C -2.6665 2.9060 0.1310
C -3.3896 -2.6340 0.5501
C -3.6144 3.9139 0.0964
C 0.8092 -3.7734 -1.2478
C -2.4863 -2.1234 1.5125
C 1.2673 -3.4923 1.0955
C 0.8841 0.4491 -3.2026
C -3.5549 -1.9862 -0.6332
C 5.5638 0.3119 1.0350
C 5.5390 1.5767 1.6072
C -1.3868 -2.2202 3.6444
C -0.6534 -1.0682 3.3124
C 4.4015 2.3670 1.5129
C 2.2388 0.3456 -2.4485
C 1.6714 -2.1875 0.8591
C 1.6447 -1.6699 -0.4351
C -1.7736 -0.9473 1.1783
C -0.8196 -0.4231 2.1051
C 1.2141 -2.4697 -1.4919
C -2.9787 -0.0816 -2.1943
C -2.8214 -0.7997 -0.8872
C 4.4496 -0.1611 0.3579
H -4.2353 -2.3548 -1.3900
H 2.8894 -0.4166 -2.8745
H 4.3802 3.3464 1.9727
H -2.2697 -0.4782 -2.9252
H -2.1009 5.8577 -2.1977
H 6.4085 1.9446 2.1369
H 0.5071 -5.3021 0.2280
H 0.0736 -0.6799 4.0156
H 1.2763 -3.8801 2.1060
H 1.9749 -1.5567 1.6865
H 4.4582 -1.1512 -0.0842
H -4.1616 5.7947 -0.7800
H -2.7448 0.9755 -2.0906
H 2.7294 1.3165 -2.5407
H -2.8363 -3.6524 2.9939
H 0.4701 -4.3859 -2.0733
H -2.7758 2.0472 0.7820
H -1.2228 -2.6930 4.6050
H 2.3767 2.4887 0.7870
H -3.9373 -3.5427 0.7723
H -3.9879 -0.2022 -2.5874
H 6.4485 -0.3059 1.1178
H -0.4936 3.9551 -2.0502
H 1.1684 -2.0884 -2.5055
*
```

---

Molecular formula: C29H24Cl3N4O3Sc
Method: DFT, ωB97M-V with the def2-TZVPD basis set

**Energy relative to the best compared isomer or geometry (same formula, charge and spin)**: 0.0 kJ/mol
**Gap between HOMO and LUMO**: 6.394 eV
**HOMO**: -13.40 eV

The geometry in ORCA input format:
```
! RIJCOSX wB97M-V def2-TZVPD def2/J DEFGRID3
* xyz 2 1
Sc 1.0838 0.5623 0.4735
Cl -1.7249 -1.7086 -2.5334
Cl 0.9648 2.8061 -1.5412
Cl -1.9151 2.3322 -6.0842
O 0.1144 0.1019 -1.0705
O 2.9383 -2.8189 2.4985
O -0.8731 2.9867 3.5044
N 1.9849 -1.4967 0.9608
N -0.1472 2.1358 1.5664
N 3.2537 0.9862 -0.2417
N 1.2075 0.2425 2.7645
C -2.0948 2.7176 0.1365
C 1.4514 -0.0710 5.4835
C 0.7140 -4.3405 -2.7109
C -2.7059 1.4768 0.2933
C 3.1406 -3.5484 1.2402
C -1.0915 3.2116 1.1463
C -1.6984 0.3919 -4.2310
C -3.6324 1.0318 -0.6363
C 2.5019 -2.6425 0.1569
C 0.6469 1.1195 3.5943
C -0.6616 -4.5177 -0.7456
C 0.7410 1.0097 4.9692
C 1.4310 -3.3330 -0.6454
C 1.6437 -3.6035 -1.9917
C 2.2781 -1.7336 2.1885
C -0.3760 0.5923 -2.2173
C -1.2320 -0.1362 -3.0407
C -0.0427 1.8744 -2.6315
C -0.4349 -4.8009 -2.0868
C -0.4848 2.4365 -3.8100
C 0.2717 -3.7891 -0.0262
C -0.1322 2.1320 2.8512
C 1.8490 -0.8110 3.2635
C -1.3198 1.6723 -4.6112
C -3.3697 3.0767 -1.8739
C 2.0080 -1.0112 4.6229
C -2.4341 3.5166 -0.9483
C -3.9633 1.8325 -1.7222
C -1.7071 3.6507 2.4906
H -4.6911 1.4868 -2.4443
H -0.5024 4.0185 0.7076
H -4.0997 0.0637 -0.5157
H -2.3611 -0.1907 -4.8550
H 4.2095 -3.7010 1.1240
H 3.4235 1.9362 -0.5663
H -2.4648 0.8462 1.1434
H 2.5511 -3.2588 -2.4752
H -2.7183 3.2723 2.6280
H 2.6328 -4.5037 1.3414
H -1.6703 4.7183 2.6788
H -3.6306 3.7060 -2.7146
H 0.8885 -4.5607 -3.7553
H 3.2662 -2.2641 -0.5252
H 3.3893 0.4042 -1.0685
H 4.0216 0.7548 0.3849
H -1.5584 -4.8789 -0.2605
H 0.0978 -3.5890 1.0270
H -1.1568 -5.3833 -2.6436
H -1.9620 4.4844 -1.0767
H 2.5365 -1.8794 4.9908
H -0.2020 3.4394 -4.0958
H 0.2660 1.7375 5.6119
H 1.5516 -0.1921 6.5536
*
```

---

Molecular formula: C29H24FN4O4Pd
Method: DFT, ωB97M-V with the def2-TZVPD basis set

**Gap between HOMO and LUMO (alpha / beta)**: 5.872 / 5.870 eV
**HOMO (alpha / beta)**: -10.81 / -10.81 eV

The geometry in ORCA input format:
```
! RIJCOSX wB97M-V def2-TZVPD def2/J DEFGRID3
* xyz 1 1
Pd 0.5560 -0.2764 -1.1358
F 0.4754 2.2812 5.1245
O -0.5448 1.1651 -2.9915
O 0.7369 -1.3069 0.5692
O 3.9571 0.0685 -0.1182
O 0.9811 -1.2050 -3.2219
N 4.7061 -1.2733 -1.7950
N -2.0192 -0.4277 0.2392
N 2.4982 -0.5167 -1.7699
N -1.4050 -0.2335 -0.8438
C -2.2096 -0.1943 -2.0255
C -4.1962 -0.7927 -3.2234
C 0.9581 1.6763 -0.3365
C -3.4237 -0.8616 -2.0786
C -3.8369 -0.3435 4.9002
C 0.8255 1.7800 1.0863
C 3.7160 -0.5336 -1.1485
C -1.7520 -0.9371 3.8451
C -4.3625 -0.0069 3.6462
C -0.0675 -1.1430 1.5536
C 1.9379 1.5713 1.9276
C 3.2062 -2.0713 -3.4670
C 0.5883 2.1282 3.8023
C -1.4267 -0.6959 1.4199
C -2.5465 -0.8055 4.9955
C 6.0334 -1.2872 -1.1849
C -1.7452 0.5330 -3.1282
C -2.2798 -0.5947 2.5887
C -3.7449 -0.0576 -4.3087
C 1.8241 1.7574 3.2855
C 0.4099 -1.4976 2.8564
C -2.5270 0.6077 -4.2679
C -3.5998 -0.1251 2.5079
C 4.4275 -2.0273 -2.8935
C -0.4053 2.1581 1.6544
C 0.0441 1.6966 -4.1834
C 2.1937 -1.2573 -2.8710
C -0.3979 -1.4076 3.9336
C -0.5322 2.3367 3.0173
H 5.2601 -2.6044 -3.2733
H -1.2592 2.3258 1.0083
H -4.3401 -0.0034 -5.2098
H 2.6589 1.6127 3.9565
H -2.1268 -1.0716 5.9573
H -3.7442 -1.4334 -1.2185
H -4.4465 -0.2424 5.7873
H -0.5159 2.5672 -4.5267
H -2.1948 1.1693 -5.1277
H 6.3151 -0.2734 -0.9161
H 0.1903 2.1613 -0.9296
H 6.7420 -1.6874 -1.9050
H 1.4299 -1.8478 2.9258
H -1.4675 2.6231 3.4773
H -5.1398 -1.3166 -3.2711
H 6.0349 -1.8996 -0.2841
H 2.9883 -2.6896 -4.3210
H -4.0133 0.1397 1.5445
H -5.3810 0.3499 3.5708
H 2.8732 1.2555 1.4838
H 0.0889 0.9293 -4.9540
H -0.0196 -1.6845 4.9105
H 1.9640 1.7375 -0.7387
H 1.0501 2.0018 -3.9069
*
```

---

Molecular formula: C29H24MnN9OS
Method: DFT, ωB97M-V with the def2-TZVPD basis set

**Energy relative to the best compared isomer or geometry (same formula, charge and spin)**: 183.8 kJ/mol
**Gap between HOMO and LUMO (alpha / beta)**: 5.974 / 6.353 eV
**HOMO (alpha / beta)**: -8.66 / -9.54 eV

The geometry in ORCA input format:
```
! RIJCOSX wB97M-V def2-TZVPD def2/J DEFGRID3
* xyz 1 6
Mn 0.4817 -0.4298 -0.6825
S 0.3900 -5.1381 0.3229
O 0.5729 3.2335 -2.4023
N 0.1985 -0.2758 -2.6497
N -0.8967 -0.3511 1.7179
N 0.7569 1.5805 -0.8272
N -4.1139 -0.2688 -0.7076
N -1.8269 -0.6565 -0.4062
N 0.2855 -0.3860 1.1641
N 1.3012 -0.2246 2.0802
N 0.7645 -2.7611 -0.5412
N 2.7870 -0.3948 -0.3240
C 1.4675 2.1037 1.4726
C 0.9509 -0.2466 3.4339
C 4.8840 -0.1224 -1.4464
C -3.2652 -0.1656 1.5298
C -3.4706 0.0431 2.8938
C 0.9159 2.7125 2.5586
C 3.6208 -0.6695 -1.3301
C 1.2988 -4.9169 -1.1119
C -0.5447 1.3742 -4.2239
C -0.9245 0.3897 -5.1172
C 5.3186 0.7515 -0.4602
C 0.8938 2.2025 3.8716
C 3.1962 0.4627 0.6168
C 4.4593 1.0450 0.5838
C 2.2572 0.8383 1.7339
C -1.9637 -0.4250 0.9607
C -5.7749 0.5838 2.4655
C 0.9219 0.8511 4.2472
C -2.8820 -0.5978 -1.1554
C -0.1571 -1.2205 -3.5262
C 1.2882 2.5989 0.0761
C 0.0110 1.0068 -3.0068
C -0.7118 -0.9359 -4.7612
C 1.3944 -3.5963 -1.4118
C 0.4726 2.0662 -2.0433
C -4.3483 -0.0228 0.6427
C -5.5955 0.3554 1.1095
C -4.7208 0.4158 3.3524
C 0.2019 -3.4361 0.4198
H -1.3567 0.6434 -6.0719
H -0.3420 -2.9913 1.2326
H -4.8734 0.5903 4.4061
H 6.3040 1.1878 -0.5039
H 1.9252 -3.1992 -2.2584
H -2.7949 -0.8258 -2.2098
H -6.7405 0.8966 2.8295
H 0.6943 2.9144 4.6609
H -0.6575 2.4265 -4.4280
H 0.6135 3.4632 0.0660
H -0.9783 -1.7398 -5.4285
H 1.7028 -5.7509 -1.6475
H 2.2481 2.9434 -0.3411
H 4.7558 1.7214 1.3706
H -4.8884 -0.1826 -1.3493
H 3.2510 -1.3539 -2.0828
H -6.4171 0.4806 0.4212
H 2.8539 0.9946 2.6419
H 0.6825 -1.2226 3.8077
H 0.4681 3.6885 2.4178
H 0.0163 -2.2492 -3.2301
H 0.7665 0.6505 5.2980
H 5.5088 -0.3767 -2.2879
H -2.6359 -0.0795 3.5660
*
```

---

Molecular formula: C29H24N4NiO4S3
Method: DFT, ωB97M-V with the def2-TZVPD basis set

**Energy relative to the best compared isomer or geometry (same formula, charge and spin)**: 74.1 kJ/mol
**Gap between HOMO and LUMO**: 5.423 eV
**HOMO**: -1.25 eV

The geometry in ORCA input format:
```
! RIJCOSX wB97M-V def2-TZVPD def2/J DEFGRID3
* xyz -2 1
Ni 0.2612 1.3887 -0.0341
S -1.0451 -3.7304 1.6062
S 0.7403 -2.1212 -2.7964
S 2.8064 -3.5442 -0.1233
O 0.4789 -0.6074 -0.4966
O 2.3002 1.3422 3.6800
O 4.2507 1.8948 -0.8713
O 0.5668 1.2662 2.2632
N 2.1712 1.6543 0.0689
N -2.3030 2.5220 0.0552
N 1.0100 1.4532 -2.4634
N -1.7359 1.4356 -0.1886
C 1.7897 1.4125 2.5462
C 4.0100 -3.2860 1.0693
C 0.8585 4.3205 0.2768
C -0.3365 -4.0287 -1.5079
C -4.6957 -0.8072 0.0115
C 2.4220 1.7842 -2.3591
C -2.6537 0.3668 -0.4359
C -3.8502 0.2611 0.2616
C -0.9739 5.8891 0.5719
C -0.2858 -4.4509 -2.8666
C 3.6448 -2.2939 1.9290
C 1.7979 -2.3107 0.5273
C -1.8744 4.8516 0.4546
C -2.3145 -0.5785 -1.3900
C 0.2795 -3.5135 -3.6767
C -4.3578 -1.7631 -0.9389
C 2.7671 1.6912 1.3893
C -1.9698 -3.0855 2.8979
C 0.1819 -2.7811 -1.3104
C 2.3729 -1.7424 1.6223
C -0.5889 -2.1566 1.0394
C -1.1136 -1.2012 1.8500
C -3.1675 -1.6412 -1.6421
C 3.0067 1.7580 -0.9407
C 0.4392 -1.8964 -0.0775
C -1.9124 -1.7287 2.9044
C -0.0251 3.2403 0.1527
C -1.3866 3.5604 0.2411
C 0.3941 5.6124 0.4746
H 0.8530 0.4577 -2.3597
H -5.6156 -0.9049 0.5760
H 3.5911 0.9744 1.4655
H -0.7491 -4.6381 -0.7206
H -5.0130 -2.6073 -1.1176
H 2.5628 2.8096 -2.7153
H 1.1075 6.4263 0.5627
H -2.4061 -1.1092 3.6399
H -0.6609 -5.4039 -3.2156
H -0.8643 -0.1544 1.7506
H -2.9455 5.0127 0.5193
H 0.4321 -3.5681 -4.7427
H 0.5936 1.7801 -3.3246
H -2.8781 -2.3886 -2.3714
H -1.3621 -0.4853 -1.8864
H 3.0821 1.1462 -2.9611
H 4.2581 -1.9493 2.7498
H 1.8955 -0.9541 2.1876
H 1.9246 4.1401 0.2204
H 4.9225 -3.8599 1.0620
H -4.0868 1.0037 1.0120
H 3.2229 2.6718 1.5898
H -2.5049 -3.7391 3.5682
H -1.3189 6.9033 0.7376
*
```

---

Molecular formula: C29H24N6O5SSn
Method: DFT, ωB97M-V with the def2-TZVPD basis set

**Energy relative to the best compared isomer or geometry (same formula, charge and spin)**: 29.7 kJ/mol
**Gap between HOMO and LUMO**: 7.421 eV
**HOMO**: -7.95 eV

The geometry in ORCA input format:
```
! RIJCOSX wB97M-V def2-TZVPD def2/J DEFGRID3
* xyz 0 1
Sn 0.6439 0.0141 -0.4739
S 0.2582 -3.6751 0.2307
O -7.2016 0.7092 0.1740
O -1.2590 1.3020 -1.3935
O -7.4857 -1.3913 0.5591
O 1.2352 -2.5423 0.0586
O -1.4065 -1.4132 -0.6491
N 3.7925 0.5859 -0.4594
N 1.1126 2.2776 -0.0442
N -0.6644 2.8522 1.4774
N -0.4584 0.4581 1.5969
N 3.1150 2.6601 -1.3652
N -6.7845 -0.4351 0.2660
C 5.1626 -0.8849 -1.7580
C -2.1922 1.6156 2.7599
C 0.3321 3.1115 0.6911
C 1.3021 -4.9955 0.9610
C 1.2038 -5.7364 -1.3263
C 4.9826 -0.0712 -2.8734
C 1.9251 4.4471 -0.2851
C -3.5443 -2.2115 -0.1155
C -3.2073 0.1551 -0.6082
C 1.0664 6.8479 0.7356
C 0.2559 -4.5359 -1.3953
C -2.6351 -1.1604 -0.4746
C -4.5614 0.3644 -0.3399
C 4.2543 1.0910 -2.7515
C -5.3818 -0.6747 0.0229
C -2.6282 0.4451 3.3269
C 0.3484 5.6986 1.0484
C -1.9302 -0.7347 3.0640
C -0.8681 -0.6708 2.1977
C 0.7983 4.5044 0.5241
C 3.6734 1.4146 -1.5138
C 4.5479 -0.5086 -0.5822
C -4.8625 -1.9815 0.1301
C 2.2049 6.7896 -0.0613
C -1.0750 1.6239 1.8971
C -2.4459 1.2768 -1.0748
C 2.1285 3.0224 -0.6244
C 2.1814 -5.4525 -0.1896
C 2.6536 5.5803 -0.5819
H -3.4945 0.4384 3.9756
H 0.6414 -5.7887 1.3194
H 4.6430 -1.1052 0.3182
H -5.5282 -2.7823 0.4189
H 2.7847 -6.3241 0.0660
H 1.8490 -4.5633 1.7970
H 3.5433 5.5231 -1.1952
H -3.1283 -3.2076 -0.0350
H 2.7515 7.7003 -0.2699
H 0.6425 -6.6461 -1.1039
H -2.2165 -1.6761 3.5100
H -3.0264 2.2108 -1.1871
H 4.1215 1.7705 -3.5816
H -0.5289 5.7316 1.6806
H 5.4272 -0.3389 -3.8235
H 1.7200 -5.8849 -2.2747
H -4.9769 1.3610 -0.4229
H 2.8456 -4.6308 -0.4658
H 5.7606 -1.7841 -1.8086
H 0.7425 7.8037 1.1275
H 0.5921 -3.7714 -2.0938
H -0.7727 -4.8083 -1.6285
H -0.3093 -1.5641 1.9429
H -2.6694 2.5648 2.9539
*
```

---

Molecular formula: C29H24N7O4RuS3
Method: DFT, ωB97M-V with the def2-TZVPD basis set

**Gap between HOMO and LUMO (alpha / beta)**: 7.443 / 5.070 eV
**HOMO (alpha / beta)**: -10.78 / -10.79 eV

The geometry in ORCA input format:
```
! RIJCOSX wB97M-V def2-TZVPD def2/J DEFGRID3
* xyz 1 5
Ru 0.4894 0.5784 0.2469
S 0.2818 1.5174 -2.3443
S -3.6884 2.1671 -0.9763
S -2.6504 -2.6498 -0.9058
O -1.3136 4.8785 0.1987
O -1.4398 0.4510 -0.1767
O 2.6636 0.2475 0.1543
O 0.3260 2.5761 0.5246
N 1.0396 -3.4201 0.7614
N 1.5103 0.9494 2.2751
N 0.4746 -1.4241 0.6305
N 1.6087 -4.5928 0.4626
N 0.1014 -3.3092 1.6646
N 1.2929 -2.3161 0.1264
N 2.4750 0.0693 2.4130
C -1.5420 -3.8514 -1.4321
C 5.1198 -3.9545 0.9428
C -4.5732 -0.2037 -1.4340
C -0.0024 2.6782 2.9003
C -0.5920 4.5973 -0.9823
C 4.4224 -3.6569 2.1052
C -0.2363 3.1118 1.5403
C 4.5622 -1.8037 0.0451
C -0.6963 3.2697 3.9534
C 2.9918 -0.3135 1.2380
C -0.6938 1.4170 -4.7146
C -0.2524 -2.0407 1.5723
C -1.2715 0.7821 -2.5672
C -1.1198 4.2461 1.3581
C -0.5522 -1.9130 -2.1743
C -5.3814 1.9032 -0.9264
C 3.8120 -2.4267 2.2550
C -1.9563 0.0807 -1.4054
C 5.2049 -3.0200 -0.0782
C 0.4061 1.8309 -4.0403
C 3.8604 -1.5025 1.2116
C -0.4778 -3.3186 -2.0850
C -1.8134 4.7681 2.4507
C -1.6140 4.2827 3.7290
C -3.4072 0.4934 -1.3639
C 0.9801 1.6735 3.1949
C -1.6838 -1.3980 -1.6053
C -1.6562 0.8084 -3.8731
C -5.7018 0.6075 -1.1822
H 4.5748 -1.0851 -0.7591
H -0.5138 2.9238 4.9594
H 0.4620 4.3925 -0.7829
H 0.2010 -1.3209 -2.6621
H -4.6569 -1.2504 -1.6631
H 5.5935 -4.9178 0.8392
H -2.5894 0.4067 -4.2257
H 3.2596 -2.1776 3.1480
H -2.4970 5.5822 2.2655
H -6.7074 0.2287 -1.1835
H 4.3569 -4.3817 2.9009
H 0.3305 -3.8981 -2.4919
H -0.6792 5.4929 -1.5981
H -6.0484 2.7153 -0.7105
H 1.2716 2.3424 -4.4094
H -0.8207 1.5262 -5.7766
H -1.0367 3.7518 -1.5158
H 1.3034 1.5756 4.2315
H -2.1548 4.7162 4.5544
H -1.7608 -4.8818 -1.2400
H 1.5418 -5.2749 1.2092
H 2.5142 -4.5038 0.0205
H -1.0120 -1.5797 2.1770
H 5.7585 -3.2497 -0.9747
*
```